[1]
Molecular formula: C55H63CaN2O2P3
Method: DFT, ωB97M-V/def2-TZVPD

Results
Maximum force ... 0.62 eV Å⁻¹
2S+1 ... 1
Total charge ... +2
E ... -4095.16644 a.u.
LUMO level ... -0.1811 Eh

Geometry (Å):
Ca1 0.067738 -0.076669 0.449873
O1 2.290920 0.127538 0.463192
P1 3.446807 -0.013169 1.433143
C1 2.821033 -0.181997 3.133509
P2 1.359037 0.825954 3.511827
O2 0.232054 0.483595 2.563122
C2 0.926404 0.482362 5.206311
C3 1.768585 -0.175333 6.098018
C4 1.363256 -0.383061 7.407410
C5 0.120795 0.065242 7.826155
C6 -0.724234 0.721510 6.940200
C7 -0.324658 0.933865 5.633387
C8 1.831328 2.542500 3.349320
C9 2.922461 3.038953 4.062448
C10 3.294309 4.363130 3.923847
C11 2.570242 5.199219 3.081446
C12 1.478835 4.711320 2.381471
C13 1.107605 3.380768 2.511021
C14 4.470131 -1.438652 1.092400
C15 5.302049 -1.363990 -0.026689
C16 6.079978 -2.449115 -0.385305
C17 6.038608 -3.614553 0.369948
C18 5.219948 -3.695364 1.484158
C19 4.436856 -2.609318 1.847286
C20 4.515307 1.420396 1.430252
C21 4.148336 2.578629 0.759305
C22 4.973539 3.691984 0.801328
C23 6.157948 3.649927 1.518863
C24 6.528293 2.494273 2.195390
C25 5.712078 1.378016 2.147986
H1 3.636550 0.066036 3.819208
H2 2.520937 -1.215597 3.322137
H3 2.738429 -0.540273 5.787690
H4 2.015876 -0.894751 8.099735
H5 -0.192907 -0.094938 8.847797
H6 -1.693892 1.066241 7.270187
H7 -0.986731 1.441783 4.942588
H8 3.478365 2.402256 4.741181
H9 4.138185 4.747437 4.477833
H10 2.853805 6.237123 2.979760
H11 0.907266 5.370132 1.742206
H12 0.250285 2.999747 1.971418
H13 5.351907 -0.454284 -0.613322
H14 6.725981 -2.385952 -1.249020
H15 6.654620 -4.457643 0.091303
H16 5.197591 -4.598339 2.078085
H17 3.812259 -2.691380 2.726169
H18 3.216788 2.608430 0.213054
H19 4.693435 4.592462 0.273321
H20 6.802067 4.517250 1.548327
H21 7.457384 2.460563 2.745986
H22 6.020170 0.470232 2.653418
C26 -4.643406 -0.331656 0.242946
C27 -3.278199 -0.645299 0.211650
N1 -2.329485 0.238091 -0.022197
C28 -2.695237 1.521772 -0.257993
C29 -4.033276 1.936722 -0.239425
C30 -5.018446 0.966121 0.024606
C31 -4.370709 3.306691 -0.501146
C32 -3.413436 4.206865 -0.797912
C33 -2.034483 3.811532 -0.861474
C34 -1.019121 4.711592 -1.232472
C35 0.276129 4.273144 -1.320138
C36 0.546777 2.936147 -1.003927
N2 -0.375130 2.073662 -0.629047
C37 -1.665085 2.488809 -0.577840
H23 -5.368553 -1.107168 0.437150
H24 -2.943583 -1.663214 0.379259
H25 -6.060933 1.256088 0.041858
H26 -5.411818 3.595499 -0.466142
H27 -3.664424 5.236947 -1.007898
H28 -1.276459 5.737475 -1.463909
H29 1.076995 4.928040 -1.627638
H30 1.556887 2.549006 -1.066769
C38 -2.972224 -6.422680 -1.085904
C39 -2.150542 -5.811826 -2.230543
C40 -1.494156 -4.487211 -1.822117
C41 -1.060113 -4.537002 -0.353645
C42 -2.294015 -4.666499 0.564567
C43 -3.474070 -5.329627 -0.153356
P3 -0.035378 -3.079296 0.071722
C44 1.439604 -3.086430 -1.059385
C45 1.976842 -4.454352 -1.552747
C46 2.434287 -4.405510 -3.009986
C47 3.308976 -3.185821 -3.257100
C48 2.542538 -1.877306 -2.985890
C49 1.234723 -2.121178 -2.236686
C50 0.744184 -3.444218 1.716438
C51 1.375102 -4.852980 1.886958
C52 0.621142 -5.694683 2.911660
C53 0.648519 -5.038857 4.291724
C54 0.444129 -3.516106 4.204951
C55 -0.201607 -3.117287 2.882733
H31 -2.358138 -7.121258 -0.510680
H32 -3.799858 -7.007599 -1.485364
H33 -2.785840 -5.637302 -3.100171
H34 -1.379141 -6.514820 -2.550813
H35 -2.192934 -3.654797 -1.951803
H36 -0.650242 -4.278206 -2.482321
H37 -0.436643 -5.427503 -0.212333
H38 -2.597267 -3.689824 0.956237
H39 -2.022970 -5.264149 1.438390
H40 -4.030997 -4.587144 -0.731634
H41 -4.169798 -5.726439 0.586740
H42 2.216169 -2.622650 -0.432259
H43 1.228412 -5.240922 -1.441363
H44 2.820449 -4.745603 -0.922248
H45 1.567305 -4.387518 -3.676215
H46 2.977007 -5.321596 -3.249456
H47 3.697274 -3.192294 -4.275655
H48 4.178630 -3.250588 -2.597798
H49 2.325879 -1.359530 -3.921958
H50 3.161658 -1.196448 -2.394201
H51 0.466582 -2.502284 -2.914767
H52 0.839853 -1.154916 -1.886458
H53 1.561086 -2.706926 1.758802
H54 2.415367 -4.751334 2.208008
H55 1.420546 -5.379852 0.932706
H56 1.049366 -6.696943 2.960896
H57 -0.410730 -5.829170 2.578773
H58 1.603382 -5.256571 4.776073
H59 -0.117432 -5.485572 4.926426
H60 1.409424 -3.002321 4.292801
H61 -0.155802 -3.157727 5.043575
H62 -0.444661 -2.049915 2.887270
H63 -1.153543 -3.644271 2.770277

Atoms 1-6, force components in eV/Å:
-0.327 -0.313 -0.429
0.308 -0.009 0.009
-0.196 0.141 -0.061
0.148 -0.007 0.125
-0.036 -0.034 -0.133
-0.043 0.111 0.315

---

[2]
Molecular formula: C55H67IrN3O7S3
Method: DFT, ωB97M-V/def2-TZVPD

Results
<S²> ... 0.75
Maximum force ... 1.16 eV Å⁻¹
2S+1 ... 2
E ... -4125.87860 a.u.
LUMO level (spin up / spin down) ... -0.0366 / -0.0375 Eh

Geometry (Å):
Ir1 1.620027 -0.978262 -1.552158
C1 0.264320 -4.330936 -1.431097
O1 0.108287 -2.949554 -1.122974
C2 -1.029803 -2.649576 -0.370713
C3 -2.201741 -2.293481 -1.016622
C4 -2.214718 -2.034186 -2.502816
C5 -2.269294 -0.542685 -2.738504
C6 -3.511501 0.058847 -2.872905
C7 -3.673842 1.429079 -3.051522
C8 -2.512685 2.185980 -3.093712
C9 -1.247428 1.622072 -2.961232
C10 -0.042175 2.535855 -2.969396
C11 0.295055 2.901822 -1.541473
C12 -0.539669 3.747739 -0.825571
C13 -0.391302 3.963362 0.542203
C14 0.616335 3.268569 1.199149
C15 1.494322 2.438822 0.512018
C16 2.568462 1.669775 1.229160
C17 2.064158 0.491683 2.031237
C18 2.473101 0.397797 3.354325
C19 2.182901 -0.694585 4.162355
C20 1.459572 -1.717401 3.571116
C21 1.026711 -1.671148 2.249205
C22 0.394774 -2.920022 1.672696
C23 -0.933564 -2.678961 1.010755
C24 -2.080027 -2.432240 1.756257
C25 -3.299217 -2.150186 1.150065
C26 -3.328872 -2.068478 -0.239081
C27 -4.587448 -1.924307 1.940400
C28 -5.110676 -0.506611 1.669581
C29 -5.640427 -2.948288 1.493638
C30 -4.375648 -2.080891 3.446055
C31 1.302582 -0.546186 1.448758
O2 0.804028 -0.443164 0.200347
C32 2.743068 -0.768703 5.580741
C33 4.278278 -0.743468 5.515253
C34 2.250062 0.431987 6.398303
C35 2.314542 -2.048922 6.297891
C36 1.348882 2.310244 -0.858449
O3 2.257205 1.495978 -1.532370
C37 3.157428 2.136318 -2.420166
C38 -1.330703 4.935900 1.253587
C39 -2.777640 4.442091 1.115539
C40 -1.004616 5.069005 2.740830
C41 -1.202733 6.322573 0.607144
C42 -1.099337 0.238461 -2.781768
O4 0.124868 -0.303785 -2.797860
C43 -5.072013 2.021486 -3.207929
C44 -5.749616 1.418425 -4.446349
C45 -5.037870 3.541063 -3.371384
C46 -5.907832 1.691694 -1.963104
H1 -0.239115 -4.946805 -0.684835
H2 -0.156861 -4.553524 -2.416704
H3 1.331088 -4.556969 -1.425229
H4 -1.316316 -2.456681 -2.948583
H5 -3.084468 -2.503559 -2.966175
H6 -4.386454 -0.583661 -2.851336
H7 -2.569285 3.258229 -3.238181
H8 0.793052 2.031678 -3.450885
H9 -0.284200 3.436247 -3.537130
H10 -1.364310 4.211594 -1.355086
H11 0.735979 3.349164 2.272170
H12 3.287344 1.314303 0.486445
H13 3.109873 2.336591 1.903253
H14 3.071818 1.211544 3.751613
H15 1.238789 -2.616944 4.131697
H16 1.089353 -3.351673 0.952688
H17 0.276697 -3.647355 2.478010
H18 -1.990010 -2.447595 2.835049
H19 -4.249047 -1.792991 -0.742084
H20 -5.282279 -0.337636 0.605533
H21 -6.054638 -0.343940 2.195664
H22 -4.392175 0.240491 2.012699
H23 -5.907570 -2.816842 0.444264
H24 -5.267806 -3.966483 1.621662
H25 -6.549557 -2.838408 2.089527
H26 -3.658308 -1.353655 3.830486
H27 -5.323026 -1.919350 3.964077
H28 -4.022071 -3.081908 3.700698
H29 4.643199 0.235922 5.198561
H30 4.701543 -0.957352 6.500256
H31 4.644971 -1.484137 4.804983
H32 2.533340 1.376577 5.931991
H33 1.162011 0.417126 6.492339
H34 2.681177 0.409928 7.402466
H35 2.713632 -2.936410 5.803373
H36 2.696319 -2.036880 7.320763
H37 1.227230 -2.138543 6.346926
H38 4.170090 2.111841 -1.999743
H39 3.147334 1.605601 -3.374800
H40 2.875743 3.176836 -2.584180
H41 -2.898870 3.466075 1.589116
H42 -3.465059 5.144773 1.592928
H43 -3.069278 4.342723 0.068773
H44 -1.113057 4.117710 3.264878
H45 0.012182 5.434387 2.897874
H46 -1.690642 5.782847 3.200769
H47 -1.516505 6.308147 -0.437425
H48 -1.827886 7.044764 1.137440
H49 -0.168936 6.671813 0.643670
H50 -5.146802 1.595351 -5.339143
H51 -5.884971 0.341005 -4.341118
H52 -6.733645 1.868499 -4.600360
H53 -4.483722 3.838232 -4.263887
H54 -6.057032 3.920101 -3.470026
H55 -4.583557 4.027632 -2.505488
H56 -6.012828 0.614004 -1.827559
H57 -5.438164 2.097536 -1.064694
H58 -6.910289 2.118297 -2.051656
C47 6.425721 -0.090653 -0.193676
N1 5.928853 -0.616557 -1.472854
C48 6.667129 -0.746858 -2.626127
C49 5.885520 -1.369976 -3.536352
N2 4.668821 -1.604084 -2.925971
C50 4.724396 -1.154357 -1.665489
S1 3.548233 -1.371503 -0.375415
C51 3.588205 -2.325125 -3.527526
C52 3.886198 -3.452455 -4.264191
C53 2.849411 -4.074659 -4.939729
C54 1.588840 -3.506943 -4.880538
C55 1.385438 -2.385179 -4.099911
N3 2.366859 -1.805803 -3.377596
H59 7.477387 0.144153 -0.325324
H60 6.312783 -0.858164 0.570546
H61 5.872218 0.807550 0.072282
H62 7.666769 -0.360943 -2.708694
H63 6.060422 -1.623081 -4.565792
H64 4.896357 -3.834631 -4.286560
H65 3.032889 -4.977073 -5.506447
H66 0.752136 -3.933832 -5.414972
H67 0.432035 -1.881304 -4.007279
O5 5.351447 -4.814438 1.675747
S2 5.402350 -3.426700 1.320079
O6 4.933731 -2.457832 2.273027
O7 6.527704 -2.996970 0.513948
S3 3.747552 -3.411450 -0.200974

Atoms 1-6, force components in eV/Å:
0.965 0.600 0.235
-0.007 -0.002 -0.008
0.034 0.024 -0.097
0.023 -0.096 0.021
0.045 -0.096 0.004
0.053 0.088 0.046

---

[3]
Molecular formula: C55H67N2O2
Method: DFT, ωB97M-V/def2-TZVPD

Results
Maximum force ... 2.72 eV Å⁻¹
2S+1 ... 1
Total charge ... +1
E ... -2395.65614 a.u.
Energy above the lowest of the compared OMol25 structures with the same formula, charge and spin ... 0.0 kcal per mole
LUMO level ... -0.1688 Eh

Geometry (Å):
C1 -0.706296 -5.880519 -3.748379
C2 -1.545064 -4.611161 -3.563911
C3 -1.287164 -4.244952 -2.131942
C4 -0.457420 -5.249002 -1.571796
O1 -0.117189 -6.232029 -2.447068
C5 -0.049993 -5.214440 -0.223959
C6 -0.508447 -4.188815 0.564237
C7 -1.430472 -3.218946 0.065687
C8 -2.089173 -2.311145 0.957392
C9 -2.876116 -2.699337 2.084191
C10 -3.796914 -1.739889 2.610501
C11 -4.753091 -2.110017 3.529233
C12 -4.792406 -3.448729 4.002737
O2 -5.720460 -3.665739 4.978362
C13 -6.373791 -2.361587 5.256657
C14 -5.821376 -1.343404 4.254408
C15 -3.873408 -4.409278 3.541360
C16 -2.927649 -4.032336 2.615117
C17 -1.731347 -3.215548 -1.328753
H1 -1.303978 -6.737526 -4.085226
H2 0.129374 -5.732720 -4.447392
H3 -1.248115 -3.825473 -4.271861
H4 -2.606748 -4.838633 -3.739844
H5 0.605643 -6.002608 0.142544
H6 -0.187480 -4.125396 1.607438
H7 -2.339815 -1.338810 0.558277
H8 -3.761124 -0.706100 2.260689
H9 -7.458092 -2.501214 5.167923
H10 -6.127728 -2.088239 6.292954
H11 -5.420297 -0.456005 4.760738
H12 -6.620471 -1.018519 3.572196
H13 -3.942088 -5.428025 3.921725
H14 -2.215294 -4.775698 2.258151
H15 -2.409189 -2.463823 -1.739741
C18 2.060404 -2.321896 0.299778
C19 3.339762 -1.708808 0.853064
C20 4.188307 -2.825112 1.479015
C21 4.187824 -1.093934 -0.250414
C22 2.954735 -0.662858 1.940418
C23 2.907241 -1.141999 3.258711
C24 3.406546 -0.339092 4.279927
C25 3.698819 0.980332 3.953834
C26 3.147104 1.580518 2.816530
C27 3.067178 3.131825 2.929961
C28 1.963980 3.760552 2.108037
C29 4.444571 3.710875 2.580023
C30 2.748093 3.527206 4.384297
C31 2.763940 0.733019 1.737376
N1 2.279106 1.243335 0.467248
C32 3.134529 2.079641 -0.402217
C33 2.203072 2.600801 -1.458172
N2 0.968697 1.831807 -1.259112
C34 -0.052902 1.936334 -2.279548
C35 0.094334 1.202149 -3.496509
C36 1.221960 0.191730 -3.897017
C37 0.643376 -0.967477 -4.728106
C38 1.947143 -0.461455 -2.739989
C39 2.219348 0.959176 -4.777445
C40 -0.814574 1.430919 -4.529707
C41 -1.912740 2.258115 -4.366206
C42 -2.043642 2.978308 -3.189925
C43 -1.093972 2.904910 -2.170883
C44 -1.258128 4.038005 -1.105780
C45 -2.739175 4.307222 -0.801104
C46 -0.663997 5.313726 -1.708576
C47 -0.608643 3.763790 0.226923
C48 1.035772 1.038332 -0.120274
C49 -0.043569 0.317382 0.402342
C50 -1.379083 0.558247 -0.102671
C51 -1.747002 0.053477 -1.375728
C52 -3.069814 0.070292 -1.806473
C53 -4.066880 0.604257 -0.984058
C54 -3.730530 1.140230 0.268147
C55 -2.413614 1.064064 0.735120
H16 1.329425 -1.553844 0.015137
H17 2.267101 -2.960413 -0.570967
H18 1.583780 -2.937802 1.069824
H19 4.994946 -2.398086 2.087474
H20 3.588065 -3.488768 2.108687
H21 4.653657 -3.435364 0.695379
H22 5.077855 -0.603990 0.167641
H23 4.521893 -1.868896 -0.952968
H24 3.618213 -0.366905 -0.822571
H25 2.610144 -2.167094 3.484234
H26 3.610747 -0.725545 5.278315
H27 4.288533 1.572881 4.657554
H28 0.979874 3.415496 2.447944
H29 1.999532 4.857838 2.197626
H30 2.070755 3.527633 1.053897
H31 5.165360 3.462342 3.369956
H32 4.840153 3.308069 1.641031
H33 4.393172 4.803729 2.492089
H34 3.579288 3.321550 5.067142
H35 2.534739 4.601632 4.453155
H36 1.865455 2.985143 4.742642
H37 3.628542 2.870124 0.169348
H38 3.944440 1.478941 -0.836435
H39 1.996115 3.677651 -1.351878
H40 2.585174 2.461167 -2.477502
H41 0.331283 -0.644588 -5.727188
H42 1.403875 -1.748539 -4.868934
H43 -0.218820 -1.425936 -4.223599
H44 2.339490 0.284336 -2.059883
H45 1.314629 -1.156426 -2.175356
H46 2.822830 -1.014557 -3.110005
H47 2.609650 1.849731 -4.270911
H48 3.069964 0.319069 -5.043149
H49 1.731566 1.285184 -5.703675
H50 -0.675772 0.959644 -5.502826
H51 -2.640835 2.378471 -5.165730
H52 -2.896219 3.651124 -3.106298
H53 -3.276867 3.372155 -0.611775
H54 -2.819358 4.926393 0.100870
H55 -3.224798 4.854009 -1.615285
H56 0.390578 5.180406 -1.982751
H57 -1.219428 5.596909 -2.610920
H58 -0.737346 6.136827 -0.986154
H59 0.441343 3.534253 0.108514
H60 -0.689201 4.650080 0.873784
H61 -1.082606 2.928061 0.741917
H62 0.109217 -0.205096 1.338536
H63 -0.957302 -0.399657 -1.982695
H64 -3.323782 -0.325511 -2.794362
H65 -5.099957 0.614779 -1.331828
H66 -4.498685 1.605245 0.894814
H67 -2.154806 1.383861 1.754658

Atoms 1-6, force components in eV/Å:
0.437 -0.422 -0.240
-0.420 0.168 -0.333
0.663 -0.496 0.842
-0.223 0.072 -0.209
-0.557 1.081 0.417
0.241 -0.472 -0.825